{
  "formula": "C4H8OS",
  "method": "the ωB97M-V functional and the def2-TZVPD basis",
  "elements": ["C", "C", "C", "S", "C", "O", "H", "H", "H", "H", "H", "H", "H", "H"],
  "positions_angstrom": [[-0.63, 0.51, -1.43], [0.08, 0.12, -0.18], [-0.88, -0.30, 0.97], [-0.13, -1.44, 2.14], [1.42, 0.51, 0.16], [1.16, -0.77, -0.39], [-1.04, -0.34, -2.03], [-1.53, 1.12, -1.22], [0.03, 1.12, -2.09], [-1.10, 0.61, 1.55], [-1.76, -0.78, 0.59], [0.58, -1.99, 1.13], [1.70, 0.51, 1.24], [2.09, 1.13, -0.45]],
  "lowdin_charge": [-0.025, -0.577, -0.488, 0.723, -0.105, -0.090, 0.107, 0.087, 0.097, 0.084, 0.062, -0.107, 0.112, 0.120],
  "de_lowest_kj_mol": 133.6,
  "orbital_gap_ev": 9.85,
  "total_energy_ha": -630.584049,
  "smiles": "C[C@]1(CS)CO1"
}

{
  "formula": "C31H79ClGaO22S7",
  "method": "the ωB97M-V functional and the def2-TZVPD basis",
  "elements": ["C", "C", "Ga", "C", "C", "C", "C", "O", "C", "C", "C", "C", "Cl", "H", "H", "H", "H", "H", "H", "H", "H", "H", "H", "H", "H", "H", "H", "H", "H", "H", "H", "H", "H", "H", "H", "H", "O", "S", "O", "O", "C", "C", "C", "H", "H", "H", "H", "H", "H", "H", "H", "O", "S", "O", "O", "C", "C", "C", "H", "H", "H", "H", "H", "H", "H", "H", "O", "S", "O", "O", "C", "C", "C", "H", "H", "H", "H", "H", "H", "H", "H", "O", "S", "O", "O", "C", "C", "C", "H", "H", "H", "H", "H", "H", "H", "H", "O", "S", "O", "O", "C", "C", "C", "H", "H", "H", "H", "H", "H", "H", "H", "O", "S", "O", "O", "C", "C", "C", "H", "H", "H", "H", "H", "H", "H", "H", "O", "S", "O", "O", "C", "C", "C", "H", "H", "H", "H", "H", "H", "H", "H"],
  "positions_angstrom": [[-0.14, -4.56, 3.31], [0.58, -4.05, 2.05], [-0.47, -4.47, 0.36], [-0.67, -6.48, -0.02], [0.51, -7.38, 0.38], [1.88, -6.81, 0.00], [2.99, -7.86, 0.09], [3.22, -8.50, -1.16], [4.57, -8.62, -1.51], [0.23, -3.61, -1.39], [0.63, -2.15, -1.37], [-0.46, -1.20, -0.91], [2.11, -1.88, -0.33], [-1.22, -4.43, 3.18], [0.14, -3.98, 4.19], [0.06, -5.62, 3.50], [1.63, -4.37, 2.03], [0.62, -2.95, 2.11], [-1.97, -3.87, 0.61], [-1.56, -6.81, 0.54], [-0.91, -6.64, -1.08], [0.43, -8.35, -0.13], [0.46, -7.59, 1.45], [1.87, -6.42, -1.01], [2.15, -6.01, 0.69], [2.74, -8.62, 0.85], [3.93, -7.40, 0.43], [5.10, -9.35, -0.87], [4.62, -8.97, -2.54], [5.09, -7.65, -1.45], [-0.60, -3.68, -2.10], [1.05, -4.20, -1.82], [0.95, -1.83, -2.37], [-1.35, -1.34, -1.54], [-0.70, -1.34, 0.14], [-0.12, -0.17, -1.06], [-2.23, -5.22, 5.73], [-3.23, -5.23, 6.74], [-4.62, -5.13, 6.40], [-2.87, -4.12, 7.82], [-2.61, -2.79, 7.32], [-3.86, -2.05, 6.89], [-3.01, -6.63, 7.79], [-1.89, -2.85, 6.50], [-2.13, -2.27, 8.15], [-4.33, -2.52, 6.03], [-3.61, -1.03, 6.62], [-4.60, -2.04, 7.70], [-1.96, -6.70, 8.08], [-3.30, -7.50, 7.21], [-3.65, -6.53, 8.66], [6.13, 3.41, -2.88], [6.24, 2.16, -3.59], [5.33, 1.89, -4.67], [6.23, 0.97, -2.55], [5.13, 0.90, -1.60], [3.83, 0.42, -2.19], [7.89, 1.95, -4.16], [5.02, 1.87, -1.12], [5.48, 0.20, -0.84], [3.43, 1.13, -2.91], [3.10, 0.27, -1.40], [3.97, -0.54, -2.71], [8.57, 2.15, -3.34], [8.04, 2.67, -4.96], [8.00, 0.94, -4.54], [10.21, 5.55, -5.68], [9.84, 6.83, -5.15], [9.87, 7.05, -3.74], [8.42, 7.24, -5.74], [7.34, 6.29, -5.59], [6.78, 6.21, -4.19], [10.78, 8.10, -5.94], [7.69, 5.31, -5.94], [6.58, 6.63, -6.29], [7.51, 5.82, -3.48], [5.92, 5.55, -4.18], [6.48, 7.20, -3.84], [10.74, 7.94, -7.02], [11.80, 8.00, -5.58], [10.36, 9.06, -5.66], [-6.40, -0.42, 6.33], [-7.78, -0.18, 6.02], [-8.58, -1.24, 5.48], [-7.88, 1.10, 5.11], [-7.07, 1.13, 3.90], [-7.62, 0.24, 2.80], [-8.59, 0.49, 7.44], [-6.05, 0.88, 4.16], [-7.09, 2.18, 3.60], [-7.56, -0.81, 3.08], [-7.03, 0.39, 1.90], [-8.66, 0.48, 2.60], [-7.98, 1.30, 7.83], [-8.67, -0.32, 8.16], [-9.57, 0.84, 7.14], [-1.75, 1.33, -2.49], [-0.95, 2.39, -3.02], [-0.07, 3.14, -2.18], [-1.92, 3.41, -3.79], [-3.04, 3.93, -3.05], [-2.65, 4.99, -2.04], [-0.08, 1.80, -4.43], [-3.57, 3.10, -2.58], [-3.70, 4.35, -3.81], [-2.03, 4.57, -1.25], [-3.54, 5.42, -1.60], [-2.07, 5.78, -2.53], [-0.77, 1.27, -5.07], [0.70, 1.13, -4.05], [0.37, 2.64, -4.95], [-3.69, 3.19, 6.47], [-4.72, 3.32, 7.45], [-6.06, 3.60, 7.05], [-4.26, 4.41, 8.52], [-3.85, 5.70, 8.02], [-5.02, 6.56, 7.58], [-4.72, 1.92, 8.51], [-3.13, 5.56, 7.21], [-3.33, 6.17, 8.85], [-5.52, 6.14, 6.71], [-4.66, 7.56, 7.31], [-5.75, 6.65, 8.37], [-3.70, 1.72, 8.83], [-5.11, 1.09, 7.92], [-5.37, 2.12, 9.36], [0.52, 1.70, -7.43], [1.13, 1.12, -8.59], [1.32, 1.92, -9.76], [0.33, -0.20, -8.98], [-1.10, -0.09, -9.13], [-1.51, 0.59, -10.42], [2.65, 0.34, -8.16], [-1.52, 0.42, -8.26], [-1.46, -1.12, -9.11], [-1.21, 1.63, -10.43], [-2.60, 0.54, -10.53], [-1.05, 0.10, -11.27], [2.49, -0.28, -7.28], [3.35, 1.14, -7.93], [2.99, -0.24, -9.01]],
  "lowdin_charge": [-0.231, -0.358, 0.377, -0.284, -0.307, -0.195, -0.233, -0.196, -0.145, -0.317, -0.799, -0.159, 0.581, 0.032, 0.043, 0.050, 0.015, 0.009, -0.047, 0.025, 0.035, 0.096, 0.096, 0.113, 0.089, 0.118, 0.107, 0.081, 0.079, 0.083, 0.046, 0.031, 0.074, 0.079, 0.064, 0.048, -0.258, 0.565, -0.273, -0.268, -0.244, -0.087, -0.127, 0.115, 0.117, 0.077, 0.078, 0.077, 0.072, 0.074, 0.070, -0.283, 0.554, -0.286, -0.262, -0.228, -0.097, -0.115, 0.116, 0.125, 0.067, 0.028, 0.085, 0.077, 0.067, 0.074, -0.283, 0.559, -0.272, -0.265, -0.239, -0.074, -0.125, 0.106, 0.122, 0.071, 0.072, 0.087, 0.073, 0.075, 0.074, -0.284, 0.565, -0.264, -0.263, -0.239, -0.069, -0.115, 0.118, 0.123, 0.074, 0.085, 0.083, 0.061, 0.077, 0.075, -0.272, 0.570, -0.275, -0.265, -0.260, -0.076, -0.126, 0.113, 0.118, 0.071, 0.078, 0.082, 0.068, 0.075, 0.069, -0.265, 0.564, -0.282, -0.266, -0.252, -0.075, -0.113, 0.115, 0.120, 0.070, 0.080, 0.083, 0.078, 0.052, 0.076, -0.279, 0.573, -0.276, -0.262, -0.248, -0.074, -0.114, 0.113, 0.123, 0.071, 0.081, 0.084, 0.080, 0.079, 0.076],
  "orbital_gap_ev": 5.82,
  "charge": -1,
  "total_energy_ha": -8056.025929
}

{
  "formula": "C27H35ClN4P2Pb",
  "method": "the ωB97M-V functional and the def2-TZVPD basis",
  "elements": ["Pb", "C", "C", "C", "C", "C", "C", "C", "C", "C", "H", "H", "H", "H", "H", "H", "H", "H", "H", "H", "H", "H", "H", "H", "H", "P", "P", "N", "N", "N", "N", "C", "C", "C", "C", "C", "C", "C", "C", "C", "C", "C", "C", "C", "C", "C", "C", "C", "C", "H", "H", "H", "H", "H", "H", "H", "H", "H", "H", "H", "H", "H", "H", "H", "H", "H", "H", "H", "H", "Cl"],
  "positions_angstrom": [[-2.19, -1.10, 0.68], [-2.37, -1.42, -3.09], [-1.20, -0.83, -3.32], [-1.00, 0.62, -3.61], [-1.81, 1.60, -2.68], [-2.15, 1.12, -1.30], [-3.23, 0.37, -0.98], [-4.26, -0.11, -2.01], [-3.69, -0.75, -3.28], [-0.85, -1.76, 2.88], [-2.44, -2.51, -3.03], [-0.30, -1.40, -3.58], [-1.19, 0.89, -4.66], [0.08, 0.82, -3.51], [-1.19, 2.50, -2.61], [-2.71, 1.90, -3.24], [-1.60, 1.68, -0.51], [-3.76, 0.57, 0.01], [-4.93, 0.72, -2.29], [-4.92, -0.86, -1.55], [-4.41, -1.50, -3.64], [-3.63, 0.03, -4.06], [-0.63, -2.82, 2.80], [-1.36, -1.63, 3.85], [0.16, -1.31, 3.02], [0.42, 1.11, 2.28], [2.61, -1.22, 0.25], [-1.34, 1.67, 2.44], [1.03, 2.61, 2.83], [1.39, -2.23, -0.26], [3.94, -1.75, -0.60], [0.71, 0.98, 0.45], [2.15, 0.52, -0.02], [-2.31, 0.94, 3.16], [-3.58, 1.50, 2.92], [-3.36, 2.59, 2.00], [-2.01, 2.66, 1.74], [1.07, 2.90, 4.22], [1.91, 3.97, 4.40], [2.43, 4.34, 3.11], [1.89, 3.49, 2.17], [0.78, -3.27, 0.44], [-0.10, -3.94, -0.38], [-0.06, -3.30, -1.67], [0.86, -2.26, -1.57], [4.01, -2.28, -1.92], [5.32, -2.71, -2.15], [6.08, -2.41, -0.97], [5.25, -1.80, -0.06], [0.54, 2.04, 0.12], [-0.09, 0.30, 0.01], [2.21, 0.84, -1.08], [2.92, 1.10, 0.51], [-1.98, 0.27, 3.92], [-4.50, 1.22, 3.39], [-4.12, 3.24, 1.58], [-1.45, 3.36, 1.14], [0.47, 2.34, 4.92], [2.16, 4.44, 5.34], [3.14, 5.10, 2.88], [2.00, 3.40, 1.10], [1.05, -3.47, 1.47], [-0.74, -4.80, -0.20], [-0.67, -3.57, -2.52], [1.22, -1.59, -2.33], [3.16, -2.28, -2.59], [5.69, -3.17, -3.05], [7.13, -2.64, -0.83], [5.42, -1.48, 0.95], [2.94, -1.56, 2.16]],
  "lowdin_charge": [1.481, -0.121, -0.136, -0.160, -0.142, -0.165, -0.406, -0.161, -0.169, -0.299, 0.102, 0.095, 0.138, 0.102, 0.120, 0.126, 0.065, 0.075, 0.141, 0.112, 0.133, 0.119, -0.046, -0.014, -0.107, 1.051, 0.624, -0.222, -0.307, -0.208, -0.226, -0.379, -0.271, -0.207, -0.055, -0.080, -0.164, -0.113, -0.060, -0.060, -0.141, -0.153, -0.051, -0.056, -0.152, -0.072, -0.017, -0.039, -0.117, 0.086, 0.008, 0.116, 0.098, 0.078, 0.106, 0.114, 0.123, 0.112, 0.109, 0.100, 0.094, 0.095, 0.125, 0.110, 0.095, 0.091, 0.112, 0.121, 0.089, 0.612],
  "orbital_gap_ev": 6.13,
  "charge": 2,
  "total_energy_ha": -2603.861415
}

{
  "formula": "C2H2BrO2",
  "method": "the ωB97M-V functional and the def2-TZVPD basis",
  "elements": ["C", "C", "O", "O", "Br", "H", "H"],
  "positions_angstrom": [[-2.23, -1.17, -1.93], [-0.31, 0.03, -0.15], [-1.74, -0.80, -2.91], [-2.85, -1.66, -1.09], [-1.70, 1.41, 0.34], [-0.01, -0.36, 0.84], [0.53, 0.67, -0.50]],
  "lowdin_charge": [-0.549, -0.657, 0.140, 0.135, 0.172, -0.121, -0.119],
  "de_lowest_kj_mol": 136.5,
  "orbital_gap_ev": 6.07,
  "charge": -1,
  "total_energy_ha": -2801.913835
}

{
  "formula": "C29H61N3O8",
  "method": "the ωB97M-V functional and the def2-TZVPD basis",
  "elements": ["C", "C", "C", "C", "C", "C", "C", "C", "C", "C", "C", "C", "O", "C", "O", "O", "C", "N", "C", "C", "C", "O", "H", "H", "H", "H", "H", "H", "H", "H", "H", "H", "H", "H", "H", "H", "H", "H", "H", "H", "H", "H", "H", "H", "H", "H", "H", "H", "H", "H", "H", "H", "H", "C", "O", "C", "C", "N", "C", "C", "O", "C", "H", "H", "H", "H", "H", "H", "H", "H", "H", "H", "H", "H", "H", "H", "H", "C", "O", "C", "C", "N", "C", "C", "O", "C", "H", "H", "H", "H", "H", "H", "H", "H", "H", "H", "H", "H", "H", "H", "H"],
  "positions_angstrom": [[-3.98, 4.06, -2.11], [-2.82, 2.99, -1.55], [-2.54, 1.92, -2.79], [-1.88, 0.51, -2.22], [-3.00, -0.45, -1.48], [-2.98, -0.40, 0.16], [-2.57, -1.87, 0.81], [-3.72, -2.37, 1.87], [-3.43, -3.82, 2.58], [-1.98, -3.92, 3.36], [-1.92, -3.09, 4.77], [-0.86, -1.84, 4.81], [-0.66, -1.00, 3.62], [0.63, -1.52, 3.07], [1.15, -1.26, 1.86], [1.32, -2.41, 4.05], [0.68, -2.09, 5.34], [1.25, -0.97, 6.20], [1.46, -1.45, 7.65], [2.60, -0.50, 5.71], [2.86, 0.61, 4.51], [3.71, -1.00, 6.30], [-3.92, 4.17, -3.27], [-5.01, 3.64, -1.73], [-3.78, 5.11, -1.63], [-3.23, 2.35, -0.66], [-1.82, 3.55, -1.33], [-3.56, 1.73, -3.35], [-1.77, 2.34, -3.59], [-1.43, -0.12, -3.12], [-0.98, 0.71, -1.49], [-4.10, -0.16, -1.85], [-2.82, -1.55, -1.86], [-2.29, 0.48, 0.56], [-4.07, -0.15, 0.54], [-1.50, -1.73, 1.27], [-2.45, -2.71, -0.04], [-3.98, -1.56, 2.71], [-4.72, -2.50, 1.24], [-4.26, -3.97, 3.43], [-3.54, -4.74, 1.84], [-1.85, -5.07, 3.65], [-1.06, -3.69, 2.63], [-1.65, -3.81, 5.68], [-3.01, -2.70, 5.00], [-1.30, -1.18, 5.70], [0.52, -2.94, 6.13], [0.39, -1.64, 8.12], [2.00, -0.57, 8.25], [2.07, -2.46, 7.71], [3.27, -0.01, 3.58], [1.77, 0.98, 4.17], [3.56, 1.50, 4.82], [6.75, 0.01, 4.85], [8.14, 0.07, 4.57], [8.54, -0.77, 3.49], [8.94, 0.07, 2.26], [7.77, 0.72, 1.65], [8.11, 1.75, 0.67], [8.92, 2.97, 1.17], [8.19, 3.82, 2.06], [8.19, 3.39, 3.42], [6.57, 0.54, 5.79], [6.17, 0.51, 4.07], [6.41, -1.02, 4.96], [7.77, -1.51, 3.23], [9.42, -1.32, 3.83], [9.41, -0.58, 1.52], [9.67, 0.81, 2.60], [7.21, 1.15, 2.38], [7.16, 2.12, 0.26], [8.65, 1.29, -0.16], [9.14, 3.59, 0.29], [9.89, 2.70, 1.60], [9.12, 2.89, 3.70], [7.33, 2.75, 3.60], [8.07, 4.27, 4.06], [-6.93, -1.91, -7.72], [-5.81, -1.47, -8.48], [-6.09, -0.28, -9.24], [-5.32, 0.92, -8.66], [-5.87, 1.33, -7.37], [-5.02, 2.28, -6.63], [-3.61, 1.80, -6.23], [-3.60, 0.77, -5.24], [-3.79, -0.54, -5.75], [-6.69, -2.90, -7.32], [-7.12, -1.25, -6.87], [-7.83, -1.99, -8.34], [-7.16, -0.08, -9.32], [-5.71, -0.47, -10.25], [-5.39, 1.76, -9.36], [-4.28, 0.63, -8.57], [-6.01, 0.51, -6.79], [-5.56, 2.54, -5.72], [-4.93, 3.20, -7.22], [-3.10, 2.65, -5.77], [-2.99, 1.52, -7.09], [-3.36, -0.67, -6.75], [-4.86, -0.79, -5.76], [-3.30, -1.25, -5.08]],
  "lowdin_charge": [-0.144, -0.235, -0.234, -0.205, -0.214, -0.205, -0.199, -0.225, -0.222, -0.197, -0.122, -0.220, -0.004, -0.254, 0.028, 0.026, -0.217, -0.085, -0.100, -0.265, -0.020, -0.062, 0.068, 0.079, 0.067, 0.094, 0.108, 0.096, 0.117, 0.105, 0.113, 0.119, 0.094, 0.113, 0.103, 0.081, 0.121, 0.119, 0.119, 0.113, 0.119, 0.116, 0.119, 0.130, 0.120, 0.167, 0.164, 0.108, 0.122, 0.107, 0.109, 0.096, 0.100, -0.118, -0.199, -0.201, -0.207, -0.056, -0.196, -0.217, -0.183, -0.100, 0.092, 0.063, 0.086, 0.121, 0.118, 0.121, 0.095, 0.065, 0.118, 0.115, 0.118, 0.107, 0.089, 0.066, 0.089, -0.114, -0.200, -0.202, -0.206, -0.056, -0.191, -0.210, -0.236, -0.082, 0.090, 0.073, 0.087, 0.120, 0.119, 0.121, 0.096, 0.065, 0.118, 0.117, 0.109, 0.112, 0.092, 0.070, 0.087],
  "de_lowest_kj_mol": 848.4,
  "orbital_gap_ev": 8.86,
  "total_energy_ha": -1907.290916,
  "smiles": "CCCCCCCCCCC[C@@H]1OC(=O)O[C@H]1N(C)C(C)=O.COCCNCCOC.COCCNCCOC"
}

Q: What is the formula in the fourth record?
A: C2H2BrO2